No. 1
Formula: C50H28BrCl4N4Zn
Source: the Open Molecules 2025 dataset
Level of theory: the ωB97M-V functional and the def2-TZVPD basis

```
88
Properties=species:S:1:pos:R:3
Br 0.29 -7.07 0.73
Zn -0.09 0.51 -0.10
Cl 4.43 -7.74 2.44
Cl 7.68 2.71 -4.50
Cl -2.52 9.18 2.45
Cl -9.07 -1.94 -1.77
N -1.21 -1.40 -0.17
N -1.87 1.52 -0.17
N 0.80 2.29 -0.32
N 1.75 -0.42 0.14
C -2.26 -3.25 0.90
C 5.38 3.31 -3.22
C 4.28 3.00 -2.44
C 3.64 -1.54 0.82
C 0.02 -4.46 1.64
C 2.41 -3.76 1.75
C 6.00 1.00 -3.23
C 2.18 -1.55 0.82
C 6.27 2.32 -3.57
C 3.70 -6.19 2.18
C -3.43 -0.33 -0.62
C -0.95 -2.60 0.75
C -5.38 -0.50 -2.15
C 2.86 0.18 -0.37
C 0.32 3.49 0.17
C 3.14 -5.51 3.25
C 2.50 -4.31 3.03
C 4.07 1.71 -1.93
C -6.99 -1.48 -0.12
C -1.99 5.24 2.17
C -4.86 -0.63 -0.87
C 2.97 1.42 -1.03
C -3.10 1.03 -0.46
C -7.47 -1.38 -1.42
C 0.20 -5.14 0.46
C -6.68 -0.87 -2.43
C -1.52 7.48 0.61
C -2.09 7.61 1.86
C 1.40 4.41 0.27
C 0.41 -4.75 -0.86
C 3.05 -4.43 0.70
C -5.69 -1.09 0.15
C 0.13 -2.96 1.76
C 3.67 -5.65 0.91
C -3.17 -2.65 0.13
C -3.43 3.17 0.11
C 0.07 -3.49 -1.41
C 2.10 2.47 -0.60
C 4.92 0.71 -2.43
C -1.17 6.23 0.14
C 2.51 3.77 -0.21
C -4.08 2.05 -0.32
C -1.02 3.75 0.43
C -2.63 -1.41 -0.37
C 4.04 -0.51 0.07
C -1.40 5.09 0.92
C -2.05 2.83 0.18
C -2.33 6.49 2.65
C 1.55 -2.60 1.43
C -0.55 -2.60 -0.62
H 5.54 4.33 -3.55
H 0.74 -5.51 -1.56
H 5.04 -0.16 -0.08
H -5.14 1.93 -0.50
H 3.01 -4.01 -0.29
H 4.11 -6.20 0.09
H 3.57 3.78 -2.24
H 3.51 4.14 -0.21
H 1.35 5.40 0.67
H -0.12 -2.63 2.77
H -1.35 8.36 0.00
H 2.04 -3.79 3.86
H -3.85 4.13 0.34
H -4.74 -0.12 -2.94
H -5.31 -1.14 1.16
H -2.17 4.37 2.77
H 6.64 0.21 -3.59
H -7.07 -0.79 -3.44
H -7.62 -1.87 0.67
H -4.18 -2.98 -0.03
H 3.19 -5.93 4.24
H 4.71 -0.33 -2.21
H 4.25 -2.21 1.40
H 0.27 -3.31 -2.46
H -0.73 6.12 -0.84
H -0.24 -5.02 2.53
H -2.41 -4.14 1.49
H -2.77 6.61 3.63
```

The net charge is -1. The calculation puts the relative energy (zero: lowest compared OMol25 entry of this formula, charge and spin) at 623.2 kJ/mol. The gap between HOMO and LUMO comes out at 0.164 Ha. The LUMO energy comes out at 0.041 Ha.

No. 2
Formula: H8O4
Source: the Open Molecules 2025 dataset
Level of theory: the ωB97M-V functional and the def2-TZVPD basis

```
12
Properties=species:S:1:pos:R:3
O 11.60 -6.95 -23.83
O 14.79 -7.24 -20.69
O 10.31 -4.60 -23.95
O 13.36 -5.70 -22.44
H 11.67 -7.84 -23.68
H 12.44 -6.56 -23.56
H 12.89 -5.47 -21.66
H 9.51 -4.71 -23.47
H 14.50 -6.83 -21.51
H 10.80 -5.37 -23.79
H 13.98 -7.47 -20.21
H 13.76 -4.85 -22.55
```

The net charge is 0. The calculation puts the relative energy (zero: lowest compared OMol25 entry of this formula, charge and spin) at 107.8 kJ/mol. Its SMILES is O.O.O.O. The gap between HOMO and LUMO comes out at 0.410 Ha. The LUMO energy comes out at 0.009 Ha.

No. 3
Formula: C2H9N3O
Source: the Open Molecules 2025 dataset
Level of theory: the ωB97M-V functional and the def2-TZVPD basis

```
15
Properties=species:S:1:pos:R:3
O 2.53 1.83 1.05
N 0.27 2.10 1.39
N -0.64 -0.74 0.08
N -0.43 -1.43 -2.28
C 1.60 1.97 1.80
C -1.18 -1.46 -1.08
H -2.20 -1.12 -1.30
H 0.27 2.50 0.47
H -0.39 -0.52 -2.73
H 1.83 1.89 2.88
H 0.56 -1.61 -2.11
H 0.29 -1.07 0.27
H -0.11 1.16 1.41
H -1.13 -0.98 0.94
H -1.27 -2.53 -0.80
```

The net charge is 0. The calculation puts the relative energy (zero: lowest compared OMol25 entry of this formula, charge and spin) at 120.3 kJ/mol. Its SMILES is NC=O.NCN. The gap between HOMO and LUMO comes out at 0.386 Ha. The LUMO energy comes out at 0.030 Ha.

No. 4
Formula: C20H43N3O2PS
Source: the Open Molecules 2025 dataset
Level of theory: the ωB97M-V functional and the def2-TZVPD basis

```
70
Properties=species:S:1:pos:R:3
S 2.32 -5.53 1.17
P 0.75 -4.44 0.73
O -4.27 2.72 2.52
O 5.98 -1.63 -1.06
N -0.65 -4.20 -1.82
N 0.45 -6.08 -1.65
N -2.39 4.65 3.51
C 4.63 -2.01 -1.29
C -1.31 -0.39 -1.05
C -1.05 0.59 0.17
C -4.89 1.91 3.50
C 6.40 -1.83 0.29
C 1.56 1.76 -0.81
C 0.40 2.75 -0.41
C 3.68 -0.73 -1.42
C -0.52 -1.77 -0.93
C 2.91 1.19 -3.00
C -3.83 4.92 3.59
C -4.63 4.09 2.57
C -1.33 -2.88 -1.69
C 1.46 1.22 -2.31
C -1.05 2.08 -0.38
C 0.16 -4.91 -0.98
C -0.19 -6.12 -2.89
C -4.30 4.71 5.03
C -0.91 -4.87 -3.04
C 3.61 -0.22 -2.92
H -4.29 1.89 4.41
H -5.91 2.24 3.72
H -0.56 -2.02 0.17
H -2.07 4.88 2.58
H 4.67 -0.09 -3.27
H -1.45 2.06 -1.44
H -2.41 -0.65 -1.03
H -0.12 -6.95 -3.63
H 2.74 1.49 -4.07
H -4.00 5.98 3.35
H -5.39 4.76 5.10
H 3.08 -0.99 -3.56
H 0.55 -1.67 -1.27
H 0.99 0.22 -2.39
H -4.94 0.89 3.12
H 3.57 2.00 -2.57
H 4.18 -2.65 -0.47
H -1.77 2.74 0.19
H 5.86 -2.65 0.83
H 2.65 -1.07 -1.11
H 0.84 1.97 -2.88
H -3.97 3.76 5.44
H -0.14 0.34 0.78
H 2.53 2.34 -0.75
H 6.20 -0.87 0.86
H -0.21 -4.67 1.75
H -1.10 0.05 -2.06
H 1.69 0.89 -0.10
H -5.71 4.21 2.71
H 1.20 -3.08 0.70
H 0.60 3.08 0.65
H -1.93 0.52 0.87
H 0.42 3.63 -1.11
H 3.99 0.10 -0.72
H 7.51 -1.99 0.35
H -2.37 -2.96 -1.26
H -1.54 -4.51 -3.87
H -4.40 4.49 1.57
H 4.61 -2.52 -2.30
H 1.04 -6.82 -1.25
H -1.48 -2.50 -2.74
H -2.28 3.64 3.57
H -3.89 5.49 5.68
```

The net charge is +1. The gap between HOMO and LUMO comes out at 0.251 Ha. The LUMO energy comes out at -0.146 Ha.

No. 5
Formula: C9H8N2O4
Source: the Open Molecules 2025 dataset
Level of theory: the ωB97M-V functional and the def2-TZVPD basis

```
23
Properties=species:S:1:pos:R:3
O 2.13 2.73 -1.28
O 0.42 2.98 -0.05
O 1.27 -1.29 -0.97
O 3.00 0.18 -1.05
N 1.79 0.03 -0.94
N 1.16 2.30 -0.69
C -0.56 0.51 -0.50
C -1.64 1.10 -1.21
C 2.41 -2.86 1.91
C -3.23 0.15 0.30
C -0.84 -0.11 0.72
C -2.88 0.94 -0.78
C -2.21 -0.39 1.05
C 0.83 0.96 -0.77
C 2.81 -1.79 1.59
H -1.38 1.61 -2.06
H -3.65 1.23 -1.49
H 2.21 -3.83 2.32
H -0.01 -0.27 1.37
H -2.52 -1.01 1.91
H 3.17 -0.94 1.19
H 1.94 -1.98 -0.90
H -4.21 -0.24 0.33
```

The net charge is 0. The calculation puts the relative energy (zero: lowest compared OMol25 entry of this formula, charge and spin) at 960.4 kJ/mol. The gap between HOMO and LUMO comes out at 0.312 Ha. The LUMO energy comes out at -0.033 Ha.

No. 6
Formula: C2H4N2O2
Source: the Open Molecules 2025 dataset
Level of theory: the ωB97M-V functional and the def2-TZVPD basis

```
10
Properties=species:S:1:pos:R:3
O -9.93 0.94 0.03
O 9.75 0.37 -0.90
N -8.73 0.57 0.19
N 9.59 0.32 0.39
C 8.42 0.18 0.92
C -8.41 -0.68 -0.76
H -7.44 -0.94 -0.78
H -9.04 -0.85 -1.55
H 7.41 0.12 0.50
H 8.37 -0.04 1.95
```

The net charge is -2. The calculation puts the relative energy (zero: lowest compared OMol25 entry of this formula, charge and spin) at 50.3 kJ/mol. The gap between HOMO and LUMO comes out at 0.258 Ha. The LUMO energy comes out at 0.226 Ha.

No. 7
Formula: C53H75AsCrGe2N4Si2
Source: the Open Molecules 2025 dataset
Level of theory: the ωB97M-V functional and the def2-TZVPD basis

```
138
Properties=species:S:1:pos:R:3
As -0.82 -1.55 1.01
Ge -1.51 1.96 -0.62
Ge 1.81 2.47 -0.70
Cr 0.44 0.38 -1.52
Si -2.49 -1.41 -2.61
Si 3.61 -0.43 -3.08
N -0.78 -1.20 -2.52
N 0.27 1.61 -4.41
N 0.69 -0.75 0.39
N 1.97 -0.79 -2.66
C 3.33 2.72 0.73
C -2.46 0.27 5.21
C -0.52 -3.32 4.22
C -1.94 6.85 1.87
C 0.23 -3.93 -4.79
C -3.33 -2.33 2.62
C -3.28 6.84 1.54
C -3.15 -1.14 -4.41
C 1.87 -0.97 1.03
C 0.82 -5.48 0.80
C 1.31 -7.46 2.27
C 2.17 -2.85 -3.93
C 0.59 3.80 0.12
C -0.81 0.39 3.43
C -3.09 -0.75 4.52
C -2.35 2.80 -2.36
C -0.11 -3.98 2.93
C -3.63 -0.32 -1.55
C -3.05 -3.14 -1.92
C 1.96 -1.51 2.33
C -1.10 5.82 1.47
C 0.36 -4.19 0.59
C 0.81 -6.06 2.06
C 0.35 1.14 2.86
C -2.83 1.60 1.00
C -2.95 4.75 0.41
C 3.80 -0.29 -5.00
C 2.22 3.71 -2.30
C 3.17 -1.77 2.94
C -1.38 -0.73 2.80
C -0.13 -3.39 1.65
C 1.41 -1.86 -3.28
C 4.47 1.18 -2.55
C 4.81 -1.78 -2.37
C -3.78 5.78 0.81
C -2.99 0.74 6.54
C -2.58 -1.24 3.33
C 0.28 1.22 -3.32
C -0.74 3.68 0.18
C -1.58 4.76 0.70
C -0.55 -3.03 -4.11
C -0.02 -2.01 -3.29
C 3.32 4.74 -2.18
C -4.34 1.78 1.01
C 4.36 -1.46 2.30
C 3.09 -0.63 0.43
C -3.73 3.43 -2.53
C 0.34 -5.29 3.10
C 3.87 4.10 1.06
C 0.43 -3.69 -0.81
C -1.35 0.85 4.63
C 4.30 -0.87 1.04
C 1.61 -3.87 -4.67
H -2.25 1.99 -3.09
H 3.13 0.48 -5.36
H 3.09 4.86 1.08
H 4.81 -0.01 -5.27
H 3.06 -0.18 -0.55
H -4.61 2.82 1.16
H 5.32 -1.65 2.78
H -2.42 2.19 1.82
H -2.52 -3.98 -2.35
H 2.39 3.08 -3.18
H -3.02 -0.08 7.25
H 5.55 -1.33 -1.72
H -3.93 7.66 1.83
H -4.11 -3.28 -2.08
H 4.37 1.94 -3.30
H 2.25 -4.59 -5.16
H -3.33 3.92 -0.14
H 3.55 -1.21 -5.52
H -4.00 1.13 6.43
H -3.38 -0.42 -0.50
H 3.39 5.36 -3.08
H -1.59 3.53 -2.63
H -2.87 -3.15 -0.84
H -4.00 -1.19 4.92
H -4.78 1.20 1.82
H 4.29 4.26 -2.02
H -0.51 -2.24 4.16
H 1.06 -1.69 2.90
H 0.27 1.21 1.78
H 2.88 2.30 1.63
H 4.62 4.40 0.33
H -0.23 -4.70 -5.40
H 1.07 4.72 0.45
H 5.35 -2.31 -3.15
H -1.52 -3.64 4.50
H 1.27 4.22 -2.49
H 5.21 -0.61 0.53
H 4.18 2.08 0.50
H 0.32 -5.71 4.10
H 0.66 -8.18 1.77
H -3.77 4.44 -2.12
H -0.06 5.85 1.75
H 1.46 -3.41 -1.06
H -4.10 -0.60 -4.41
H -1.61 -3.13 -4.20
H 0.16 -3.63 5.01
H 1.20 -6.04 -0.04
H 2.31 -7.57 1.86
H 4.11 1.58 -1.61
H -3.97 3.51 -3.60
H -3.58 0.72 -1.83
H -2.63 0.55 1.25
H -0.88 1.69 5.12
H 0.38 2.15 3.27
H -2.67 -3.14 2.32
H -4.79 1.43 0.08
H -4.84 5.74 0.56
H -1.53 7.67 2.46
H 5.53 0.97 -2.42
H 4.27 -2.51 -1.77
H 4.35 4.12 2.05
H 0.13 -4.46 -1.52
H 3.12 5.40 -1.33
H -4.51 2.84 -2.06
H 1.34 -7.70 3.33
H -3.79 -1.92 1.71
H 1.30 0.65 3.09
H -3.31 -2.06 -4.97
H -4.65 -0.67 -1.69
H 3.24 -2.83 -3.85
H 3.19 -2.20 3.94
H -2.36 1.53 6.95
H -0.20 -2.81 -0.97
H -2.44 -0.54 -4.96
H -4.12 -2.73 3.26
```

The net charge is -2. The calculation puts the relative energy (zero: lowest compared OMol25 entry of this formula, charge and spin) at 75.1 kJ/mol. As for the spin multiplicity: 5. The gap between HOMO and LUMO (spin up / spin down) comes out at 0.228 / 0.187 Ha. Its expectation value of S² is 6.172. The LUMO energy (spin up / spin down) comes out at 0.148 / 0.116 Ha.

No. 8
Formula: C9H16S
Source: the Open Molecules 2025 dataset
Level of theory: the ωB97M-V functional and the def2-TZVPD basis

```
26
Properties=species:S:1:pos:R:3
S 2.38 -1.37 0.29
C 1.12 1.48 1.46
C 0.36 0.92 0.28
C -1.07 -1.89 1.18
C -1.64 -1.28 -1.25
C 2.02 -0.53 -1.24
C 0.34 1.92 -0.96
C 1.01 -0.42 -0.25
C -1.08 0.50 0.56
C -1.13 -0.92 0.10
H 0.19 1.51 -1.97
H -2.74 -1.35 -1.12
H -1.18 0.54 1.69
H -0.89 -2.88 0.92
H -0.25 -1.48 1.88
H -1.97 -1.97 1.75
H 1.23 2.53 -0.98
H -1.39 -0.62 -2.07
H -1.37 -2.33 -1.39
H 2.06 1.60 1.06
H 1.17 0.90 2.32
H 2.63 0.31 -1.39
H -1.90 1.11 0.27
H 0.78 2.46 1.63
H 1.93 -1.17 -2.12
H -0.60 2.43 -0.68
```

The net charge is 0. The calculation puts the relative energy (zero: lowest compared OMol25 entry of this formula, charge and spin) at 222.3 kJ/mol. The gap between HOMO and LUMO (spin up / spin down) comes out at 0.286 / 0.286 Ha. The LUMO energy (spin up / spin down) comes out at 0.029 / 0.029 Ha.

No. 9
Formula: C5H11NPTl
Source: the Open Molecules 2025 dataset
Level of theory: the ωB97M-V functional and the def2-TZVPD basis

```
19
Properties=species:S:1:pos:R:3
Tl 0.47 -0.13 0.54
P -1.71 1.38 0.43
N -0.30 -1.94 1.87
C 1.47 1.69 0.07
C 3.23 0.04 0.12
C 1.38 -0.30 -1.39
C 2.74 1.34 0.49
C 2.67 -0.62 -1.02
H 0.85 -0.63 -2.30
H 4.18 -0.31 0.54
H -1.50 2.77 0.61
H 0.97 2.68 0.11
H -2.82 1.12 1.30
H 3.33 -1.33 -1.58
H -2.32 1.40 -0.87
H 0.36 -2.13 2.62
H -1.18 -1.67 2.30
H -0.45 -2.81 1.36
H 3.40 2.01 1.06
```

The net charge is 0. The calculation puts the relative energy (zero: lowest compared OMol25 entry of this formula, charge and spin) at 564.6 kJ/mol. The gap between HOMO and LUMO (spin up / spin down) comes out at 0.195 / 0.179 Ha. The LUMO energy (spin up / spin down) comes out at -0.020 / -0.014 Ha.

No. 10
Formula: C26H21AuN5STe
Source: the Open Molecules 2025 dataset
Level of theory: the ωB97M-V functional and the def2-TZVPD basis

```
55
Properties=species:S:1:pos:R:3
Au 0.60 -1.94 -0.32
Te -2.30 2.80 -0.65
S -1.51 -1.82 0.87
N -3.84 -0.09 1.13
N -3.25 0.04 -0.03
N -0.49 -0.84 -1.73
N 2.42 -3.41 1.76
N -1.60 -0.33 -1.47
C 1.12 -0.11 -5.53
C 1.95 -0.45 -4.47
C -4.56 4.83 -0.29
C -5.54 0.56 2.68
C -0.29 3.31 1.52
C -5.66 1.34 0.39
C -3.25 4.67 -0.71
C -6.69 1.27 2.98
C -6.81 2.04 0.71
C -0.26 -0.01 -5.34
C -5.03 0.60 1.39
C -3.10 6.98 -1.31
C -2.51 5.73 -1.23
C 0.19 3.43 2.82
C -1.61 2.93 1.32
C -2.46 2.68 2.39
C 1.40 -0.70 -3.22
C -2.15 -0.65 -0.24
C -4.41 7.16 -0.88
C -1.97 2.80 3.68
C 1.75 -2.89 0.98
C 0.03 -0.58 -3.04
C -0.65 3.17 3.90
C -5.14 6.09 -0.37
C -0.81 -0.24 -4.09
C -7.33 2.02 1.99
H 3.01 -0.53 -4.62
H 1.54 0.07 -6.51
H -1.88 -0.19 -3.94
H -0.27 3.26 4.91
H 0.38 3.50 0.69
H -6.16 6.24 -0.04
H -3.37 -0.59 1.88
H -7.09 1.24 3.98
H -5.28 1.32 -0.62
H -5.04 -0.02 3.45
H -1.49 5.60 -1.57
H -0.90 0.23 -6.17
H -2.63 2.62 4.53
H -5.12 4.00 0.12
H -3.50 2.42 2.23
H 2.04 -0.97 -2.39
H 1.22 3.72 2.99
H -8.23 2.57 2.23
H -2.54 7.82 -1.70
H -7.32 2.60 -0.07
H -4.87 8.14 -0.95
```

The net charge is +1. The calculation puts the relative energy (zero: lowest compared OMol25 entry of this formula, charge and spin) at 0.0 kJ/mol. As for the spin multiplicity: 3. The gap between HOMO and LUMO (spin up / spin down) comes out at 0.234 / 0.168 Ha. Its expectation value of S² is 2.050. The LUMO energy (spin up / spin down) comes out at -0.165 / -0.233 Ha.

No. 11
Formula: CH7N7O2
Source: the Open Molecules 2025 dataset
Level of theory: the ωB97M-V functional and the def2-TZVPD basis

```
17
Properties=species:S:1:pos:R:3
O 3.55 0.28 0.54
O 1.99 -1.14 -0.23
N 0.62 -1.00 -0.49
N -1.06 2.21 0.00
N -0.78 0.92 -0.44
N 1.48 0.96 0.28
N -1.98 0.08 -0.75
N -0.10 -1.99 0.08
N 2.41 0.16 0.20
C 0.31 0.27 0.01
H 0.00 -1.63 1.26
H 0.26 -2.90 -0.23
H -1.76 -0.87 -0.45
H -1.95 0.14 -1.72
H -1.69 2.78 -0.62
H -1.53 2.26 0.82
H 0.24 -0.53 1.76
```

The net charge is 0. The calculation puts the relative energy (zero: lowest compared OMol25 entry of this formula, charge and spin) at 355.6 kJ/mol. The gap between HOMO and LUMO (spin up / spin down) comes out at 0.312 / 0.312 Ha. The LUMO energy (spin up / spin down) comes out at -0.004 / -0.004 Ha.